## A
A 3-piece molecular cluster, C4H12O2 overall. Source: the OMol25 dataset; level of theory: ωB97M-V/def2-TZVPD.

```
! wB97M-V def2-TZVPD RIJCOSX def2/J DEFGRID3
* xyz 0 1
C 0.76 -1.09 -0.75
C 1.34 0.11 -1.49
C 2.64 0.32 -1.46
C 3.37 1.43 -2.18
H 0.24 -1.72 -1.47
H 1.60 -1.65 -0.32
H 0.11 -0.78 0.06
H 0.66 0.86 -1.84
H 3.29 -0.24 -0.78
H 4.27 1.75 -1.65
H 3.69 0.98 -3.11
H 2.73 2.31 -2.32
O -4.02 -1.28 2.34
H -4.50 -1.42 1.52
H -3.98 -2.09 2.85
O -4.31 1.14 3.67
H -4.46 0.54 2.93
H -3.45 0.86 3.99
*
```

HOMO level in eV: -9.16
LUMO energy in eV: 0.51

=====

## B
A 3-piece molecular cluster, C4H12O2 overall. Source: the OMol25 dataset; level of theory: ωB97M-V/def2-TZVPD.

```
! wB97M-V def2-TZVPD RIJCOSX def2/J DEFGRID3
* xyz 0 1
C 1.26 -0.62 -0.51
C 1.67 -0.60 0.98
C 1.87 -1.82 1.51
C 2.32 -2.08 2.91
H 2.01 -0.04 -1.06
H 1.29 -1.65 -0.83
H 0.23 -0.25 -0.63
H 1.54 0.32 1.58
H 1.55 -2.73 1.02
H 1.95 -3.03 3.31
H 3.42 -2.21 2.72
H 2.03 -1.29 3.58
O -2.71 2.56 -3.06
H -2.06 3.26 -3.13
H -2.88 2.15 -3.91
O -4.79 2.90 -1.34
H -3.95 3.17 -1.74
H -4.74 1.94 -1.40
*
```

HOMO level in eV: -9.01
LUMO energy in eV: 0.51

=====

## C
A 2-piece molecular cluster, C4H12O2 overall. Source: the OMol25 dataset; level of theory: ωB97M-V/def2-TZVPD.

```
! wB97M-V def2-TZVPD RIJCOSX def2/J DEFGRID3
* xyz 0 1
C 0.00 0.00 0.00
C 0.02 -0.29 1.52
C 0.53 -1.64 1.93
C -0.42 -2.74 1.47
O 0.63 -1.77 3.33
H 0.97 -0.32 -0.42
H -0.15 1.07 -0.24
H -0.80 -0.59 -0.48
H 0.67 0.44 2.05
H -1.02 -0.10 1.84
H 1.55 -1.80 1.52
H -1.47 -2.51 1.71
H -0.15 -3.70 1.94
H -0.33 -2.85 0.37
H 1.10 -2.62 3.44
O -1.61 -1.58 4.64
H -1.00 -1.94 3.95
H -2.19 -0.97 4.15
*
```

HOMO level in eV: -10.45
LUMO energy in eV: 0.80

=====

Sorted by energy, starting with the most stable: C, A, B.